197
Properties=species:S:1:pos:R:3:forces:R:3 method="wB97M-V/def2-TZVPD" energy_ha=-3858.60699 orbital_gap_ev=8.26 total_charge=0
C -3.8074 1.2142 -9.3882 0.9 0.5 0.4
C -4.0603 1.6661 -7.9021 -1.8 -2.4 -0.6
C -4.3997 0.3165 -7.1285 0.0 -0.9 0.5
C -4.6679 0.5244 -5.6427 0.4 0.5 -0.1
C -3.4990 1.2672 -5.0143 -0.5 1.4 0.2
C -2.9763 2.5053 -5.7174 0.2 1.6 0.5
N -2.9443 2.2739 -7.2121 -0.3 -1.6 2.3
O -2.2852 3.2062 -7.9861 0.4 0.5 -0.3
C -3.7698 3.7523 -5.2611 -1.2 0.1 -0.8
C -1.5591 2.7615 -5.0609 0.4 -0.4 -2.6
C -5.3050 2.5763 -8.0254 -0.2 0.8 1.0
H -3.7585 2.0600 -10.0741 -0.2 0.2 0.1
H -4.6195 0.5624 -9.7103 0.0 0.1 0.2
H -2.8748 0.6768 -9.5605 0.1 -0.2 0.4
H -5.2482 -0.2251 -7.5466 -0.4 0.6 -0.4
H -3.6620 -0.4850 -7.1661 0.9 0.5 -0.6
H -4.7477 -0.3150 -4.9520 -0.3 -0.8 -0.8
H -5.6512 0.9942 -5.6629 0.1 0.7 0.9
H -2.6060 0.6775 -4.8072 -0.4 -0.8 -0.2
H -3.8174 1.6926 -4.0626 0.0 -0.4 0.4
H -4.8464 3.6631 -5.4066 -0.2 -0.3 -0.3
H -3.7032 3.9489 -4.1910 0.6 0.0 0.0
H -3.4969 4.6316 -5.8446 0.3 0.1 0.2
H -1.1451 3.7275 -5.3501 -0.2 0.2 0.1
H -1.4182 2.6263 -3.9885 -0.8 -0.1 0.0
H -0.9400 2.0520 -5.6100 0.5 -0.3 0.3
H -4.9228 3.5447 -8.3480 -0.1 0.2 0.1
H -5.8200 2.6966 -7.0723 0.3 0.3 0.3
H -6.1569 2.3561 -8.6687 0.5 -0.8 -0.6
H -1.7160 2.5529 -8.3994 0.8 0.8 -0.6
C 1.9111 -4.3362 0.4660 0.6 0.5 0.8
O 1.5881 -4.0195 -0.6640 -0.6 0.5 -1.1
N 2.8595 -5.2120 0.7160 2.6 -2.9 -0.5
N 1.4958 -3.7739 1.5939 -1.5 0.9 0.5
H 3.4327 -5.5446 -0.0462 -0.3 -0.1 0.1
H 3.1307 -5.4945 1.6470 -0.1 0.3 -0.3
H 0.9399 -2.9452 1.4377 -0.7 0.4 0.7
H 1.6216 -4.2240 2.4892 0.0 0.5 -0.3
C -3.4443 0.7610 -1.3081 -1.4 2.6 0.2
O -2.4702 1.3983 -1.0482 3.2 2.4 1.3
N -4.6899 1.1840 -1.0188 -1.4 -0.4 0.3
N -3.4008 -0.2561 -2.0764 -0.8 -4.0 -2.2
H -4.9052 1.9473 -0.3934 0.2 -0.3 -0.2
H -5.4029 0.6383 -1.4813 -0.4 0.7 0.6
H -4.2629 -0.7799 -2.1253 0.7 -0.5 -0.7
H -2.5630 -0.5363 -2.5660 -0.2 -0.3 0.1
C -5.4599 1.5172 5.2979 -1.0 0.1 -0.1
O -6.4570 1.8596 4.7448 -2.3 1.5 -1.8
N -4.8936 0.3593 5.1154 1.4 -3.8 -1.1
N -4.7984 2.1952 6.1978 1.7 2.5 2.9
H -5.1986 -0.1800 4.3178 0.1 -0.2 0.6
H -4.3369 -0.0083 5.8737 0.3 -0.6 -0.7
H -4.1241 1.6618 6.7278 0.1 0.9 0.0
H -5.1227 3.0893 6.5375 0.0 -0.4 0.0
C 0.7556 -2.1120 -6.7711 -1.3 1.5 -2.0
O 1.2855 -1.2399 -7.4444 0.6 -0.2 0.4
N -0.3032 -1.9455 -5.9725 -1.0 1.1 1.7
N 0.8573 -3.4292 -6.9351 1.7 -2.8 -0.5
H -0.6928 -1.0433 -5.7393 0.3 -0.3 0.1
H -0.5553 -2.7523 -5.4196 -0.7 0.9 0.2
H 1.4156 -3.8560 -7.6606 0.0 0.2 0.4
H 0.3664 -3.9961 -6.2586 0.4 -0.4 -0.7
C -0.5508 -0.5439 0.7386 1.2 -2.2 -0.4
O -0.0493 -1.4258 1.4077 0.8 -1.5 2.3
N -0.4038 -0.5961 -0.5647 -0.2 0.3 -2.1
N -1.2522 0.4546 1.1895 -0.9 1.6 1.1
H 0.0000 -1.4268 -0.9733 0.0 0.5 -0.2
H -0.7931 0.1609 -1.1083 0.3 -0.4 -0.5
H -1.5053 1.0254 0.3956 -0.8 1.2 0.9
H -1.1230 0.6942 2.1621 -0.3 0.3 -0.4
C -1.0551 -2.9493 -2.8189 0.1 -1.7 0.7
O -1.7291 -2.5341 -3.6994 -4.2 1.7 -3.0
N 0.1943 -2.6608 -2.7810 5.5 0.9 0.8
N -1.4109 -3.8209 -1.8855 -1.2 -1.3 1.4
H 0.7602 -3.1678 -2.1157 0.5 0.1 0.0
H 0.6903 -2.1934 -3.5265 -0.6 0.2 0.1
H -0.7640 -4.0267 -1.1376 -0.3 -0.1 0.0
H -2.3516 -4.1869 -1.8509 0.3 0.3 0.2
C -3.5223 -7.1118 2.1502 2.3 0.9 -0.7
C -2.6269 -5.9352 1.5960 -1.6 -0.1 0.4
C -3.4218 -4.5909 1.6753 1.7 1.1 -1.2
O -2.9050 -3.7606 0.5678 -1.3 0.4 0.9
C -3.4675 -2.4019 0.4910 1.4 -1.5 -0.8
N -1.3094 -5.9288 2.2788 -0.8 0.6 -0.5
H -3.3792 -7.0551 3.2293 -0.9 0.0 0.2
H -2.9724 -8.0129 1.8788 -0.4 -0.3 -0.2
H -4.5275 -7.0708 1.7309 0.1 -0.2 0.5
H -2.4153 -6.0466 0.5325 -0.1 -0.3 0.0
H -3.1257 -4.0897 2.5967 -0.3 0.1 0.4
H -4.5057 -4.5663 1.5622 -0.1 -0.7 0.2
H -3.0061 -2.0430 -0.4291 0.4 0.4 0.4
H -3.1732 -1.8154 1.3613 -0.1 0.1 0.0
H -4.5279 -2.3287 0.2494 -0.4 -0.5 0.6
H -1.4236 -5.6257 3.2354 -0.4 -0.4 0.6
H -0.8593 -5.1015 1.9140 0.7 0.1 -0.5
C -1.3962 5.0986 3.8763 -1.8 1.4 1.7
C -2.2776 4.7363 2.6691 1.7 1.2 0.3
C -3.3856 5.7907 2.2347 1.6 0.2 1.1
O -4.0352 6.1949 3.3973 -1.5 -1.1 2.0
C -5.3626 6.6260 3.2328 0.3 -0.3 -0.4
N -1.2571 4.6356 1.6226 -1.0 -0.3 -0.8
H -1.9792 5.0722 4.7969 -0.3 -0.2 0.1
H -1.1169 6.1522 3.8819 0.4 0.0 -0.5
H -0.5271 4.4899 4.1257 0.0 -0.2 -0.8
H -2.6803 3.7491 2.8956 -0.8 0.1 -0.1
H -3.9990 5.3992 1.4232 -0.4 -0.3 0.2
H -3.0658 6.8004 1.9773 1.5 -0.5 -1.5
H -5.3753 7.4986 2.5798 -0.3 0.3 0.0
H -5.8000 6.8510 4.2055 0.2 0.1 -0.1
H -5.9342 5.8270 2.7605 -0.3 0.0 0.0
H -0.5146 4.0729 2.0127 0.2 -0.2 -0.3
H -1.7263 4.0861 0.9170 0.6 -0.2 -0.8
C 1.8515 0.6231 -4.7991 0.0 0.7 -0.4
C 2.0628 1.3383 -3.4699 1.2 0.8 0.9
C 2.3210 2.8870 -3.6066 1.2 -1.5 1.4
O 2.7663 3.5238 -2.3093 -0.9 0.3 -0.3
C 3.8641 3.0061 -1.5278 -0.2 -2.1 -2.0
N 0.9473 1.0855 -2.5725 -0.4 0.0 -0.5
H 2.5440 -0.2041 -4.9547 0.0 0.1 0.0
H 1.9756 1.3382 -5.6124 0.3 -0.1 -0.3
H 0.8305 0.2641 -4.9282 0.1 0.0 0.4
H 2.9710 0.9854 -2.9812 0.1 -0.5 -0.1
H 1.3649 3.2744 -3.9585 0.1 0.9 0.5
H 3.0829 3.0612 -4.3664 0.1 0.1 0.0
H 4.5879 2.5963 -2.2324 0.6 0.3 -0.1
H 3.6128 2.0981 -0.9796 -0.7 -0.1 0.3
H 4.3991 3.6102 -0.7951 -0.7 1.1 -0.5
H 0.2985 1.8028 -2.8634 -0.8 0.0 0.4
H 1.1488 1.2568 -1.5978 0.3 0.2 0.0
C 5.0473 -2.4603 -2.0979 -2.2 -1.0 2.7
C 5.9234 -1.7977 -3.0171 2.0 0.9 -3.6
C 6.8205 -2.9285 -3.5910 0.2 0.2 -0.7
O 7.6572 -2.6665 -4.7319 -0.8 0.5 0.8
C 8.7629 -1.8305 -4.4865 -0.5 0.1 0.4
N 5.2045 -1.2632 -4.1970 -1.0 -0.2 0.5
H 4.4402 -3.2776 -2.4871 0.1 0.0 -0.6
H 4.3153 -1.8219 -1.6033 0.0 0.4 -0.2
H 5.5833 -2.9129 -1.2637 0.3 -0.1 0.0
H 6.4313 -0.9441 -2.5680 0.4 -0.2 0.2
H 6.1044 -3.5752 -4.0980 -0.1 -0.6 0.7
H 7.3166 -3.4194 -2.7537 0.5 -0.3 -0.2
H 9.5573 -2.5048 -4.1663 0.7 0.6 -0.3
H 8.5574 -1.0825 -3.7207 -0.1 -0.2 0.5
H 8.9057 -1.1931 -5.3590 0.7 -0.6 -0.3
H 4.8280 -2.1220 -4.5725 -0.9 0.0 -0.4
H 5.7974 -0.9928 -4.9687 0.7 0.3 0.3
C 0.3587 -1.1988 6.9145 -0.1 0.0 -1.7
C -0.6530 -1.7701 7.8854 0.4 -1.2 0.7
C -2.1213 -1.8901 7.3565 0.9 -0.8 -1.0
O -2.8118 -0.6724 7.2590 -0.4 -0.8 -0.1
C -3.3218 -0.1979 8.4938 0.5 1.2 -0.9
N -0.1537 -3.1333 8.2941 -0.8 0.2 -0.1
H 0.4787 -1.7862 6.0041 -0.5 -0.9 0.0
H 1.4030 -1.1848 7.2267 -0.3 0.6 0.8
H 0.0462 -0.2804 6.4176 0.1 0.6 0.8
H -0.6757 -1.1788 8.8008 -0.1 0.6 -0.1
H -2.7044 -2.6698 7.8467 0.0 0.2 1.1
H -2.1558 -2.3346 6.3618 0.6 0.3 -0.4
H -2.5815 0.5573 8.7576 -0.2 0.1 1.1
H -3.5032 -0.9543 9.2575 0.1 0.0 -0.1
H -4.2417 0.3217 8.2254 -0.2 -0.1 0.5
H 0.8348 -3.1543 8.5003 0.3 0.5 -0.5
H -0.5278 -3.3649 9.2032 -0.6 -0.1 0.1
C 3.3552 4.1667 7.3169 1.4 -2.4 0.4
C 2.7769 2.8128 6.8309 -1.3 1.9 -2.2
C 3.3661 2.2042 5.5570 0.9 -0.7 -0.5
O 3.3936 2.9511 4.3341 -0.9 0.5 0.7
C 2.1847 2.9243 3.5550 0.6 -0.6 -0.3
N 2.5457 1.7797 7.8418 0.9 1.1 -0.3
H 3.3194 4.8636 6.4795 -0.4 0.4 0.6
H 4.3910 4.0222 7.6241 0.5 0.2 -0.2
H 2.8665 4.3173 8.2794 -0.5 1.1 -0.4
H 1.8443 3.2629 6.4908 -1.0 -0.8 -0.1
H 2.9340 1.2143 5.4104 -1.0 0.0 -0.3
H 4.3930 1.8631 5.6888 0.6 0.6 0.3
H 1.2527 3.1253 4.0832 0.2 -0.1 0.4
H 2.1511 1.9505 3.0664 -0.5 -0.2 0.2
H 2.2423 3.6207 2.7185 0.4 0.4 0.3
H 3.0255 2.2489 8.5965 -0.1 -0.6 1.1
H 3.1972 1.0551 7.5763 0.1 -0.7 0.2
C 7.3119 -0.9247 2.5897 -1.7 0.0 0.3
C 6.4146 -1.9789 1.8312 1.1 1.7 0.3
C 4.9795 -1.4416 1.4078 0.4 -0.6 1.7
O 4.2523 -1.2613 2.6487 0.7 -0.2 -0.3
C 3.2034 -0.2604 2.6313 1.6 -2.0 -0.5
N 7.2685 -2.3985 0.7324 -0.4 -0.6 -2.3
H 6.6933 -0.2176 3.1424 0.0 -0.2 0.5
H 7.8741 -0.2952 1.9000 0.1 -0.3 -0.2
H 7.9803 -1.4584 3.2654 0.1 0.2 0.0
H 6.3038 -2.8644 2.4571 -0.5 0.2 0.2
H 4.4288 -2.1755 0.8193 0.2 -0.2 -0.2
H 4.9917 -0.5078 0.8458 0.4 0.2 -0.1
H 2.7617 -0.3932 3.6190 -0.2 0.6 -0.1
H 2.5112 -0.5840 1.8540 -0.4 0.6 0.0
H 3.7418 0.6671 2.4369 -0.7 0.5 0.2
H 8.2371 -2.1139 0.7629 0.2 -0.2 1.2
H 7.0474 -1.8636 -0.0952 -0.8 -0.1 -0.4